[1]
ORCA calculation (ωB97M-V/def2-TZVPD) on a molecular structure, C4H5N5O4 at a distorted geometry.

Last column: Mulliken charge in e.
Positions of all 18 atoms, in Å:
C -1.070 1.105 -1.473  0.2233
C 0.170 -0.068 2.095  0.4408
C 0.770 1.043 0.000  -0.0932
C 0.525 -0.375 -0.597  0.2418
N -0.250 1.820 -0.608  -0.1680
N -0.524 -0.139 -1.556  -0.1766
N 0.623 0.969 1.462  -0.1203
N 0.135 -1.210 0.488  -0.3570
N -0.173 -2.490 0.344  1.0492
O -2.024 1.545 -2.050  -0.6028
O -0.146 -0.525 3.109  -0.3443
O -0.432 -3.120 1.337  -0.6623
O -0.175 -2.910 -0.800  -0.6639
H 1.776 1.433 -0.203  0.3056
H 1.415 -0.785 -1.099  0.3135
H -0.403 2.797 -0.434  0.1703
H -0.985 -0.919 -1.998  0.2259
H 0.769 1.828 1.981  0.2181

The value obtained for the LUMO energy is -0.008 hartree. The molecular weight is 187.1 g mol⁻¹. As for the net charge: 0. As for the multiplicity: 1. The gap between HOMO and LUMO is 0.363 Ha. As for the energy relative to the best compared isomer or geometry (same formula, charge and spin): 0.460 eV. Its largest force on an atom is 4.20 eV Å⁻¹.



[2]
ORCA calculation (ωB97M-V/def2-TZVPD) on 2 unconnected molecules or ions with the total composition C4H5N5OS at a distorted geometry.

Last column: Mulliken charge in e.
Positions of all 16 atoms, in Å:
C -1.655 0.461 0.622  -0.2406
C 0.617 0.910 -2.089  -0.1208
C -0.291 0.231 -0.151  0.4032
C 0.846 -0.481 -0.147  -0.2677
N -0.397 0.972 -1.392  -0.4178
N 0.863 -2.400 -1.724  0.3315
N 0.828 -3.544 -1.903  -0.4293
N -1.963 0.481 1.828  -0.1763
N -1.267 0.193 2.938  -0.5680
O 3.015 0.582 -0.692  -0.5744
S 2.081 -0.249 -1.502  0.3712
H -2.475 0.955 -0.003  0.3222
H 0.598 1.504 -3.103  0.3577
H -0.225 0.767 2.781  0.2506
H -1.707 0.587 3.761  0.2826
H 1.133 -0.968 0.777  0.4756

The value obtained for the LUMO energy is -0.016 hartree. The molecular weight is 171.2 g mol⁻¹. As for the net charge: 0. As for the multiplicity: 1. The gap between HOMO and LUMO is 0.320 Ha. As for the energy relative to the best compared isomer or geometry (same formula, charge and spin): 0.501 eV. Its largest force on an atom is 10.12 eV Å⁻¹.



[3]
ORCA calculation (ωB97M-V/def2-TZVPD) on C4H5N5S in the gas phase at a distorted geometry.

Last column: Mulliken charge in e.
Positions of all 15 atoms, in Å:
C 1.061 2.839 -1.205  -0.8090
S -0.073 2.283 0.194  -0.1177
C 0.179 0.535 0.021  0.6592
N 1.203 -0.022 -0.606  -0.3054
N 1.061 -1.402 -0.594  -0.7412
C -0.024 -1.535 0.117  0.3394
N -0.711 -2.563 0.604  -0.1146
C -1.570 -1.944 1.584  -0.1161
N -1.547 -0.614 1.370  -1.0966
N -0.561 -0.439 0.508  0.8277
H 2.052 2.880 -0.856  0.2796
H 1.028 2.120 -2.054  0.2743
H 0.903 3.847 -1.590  0.3361
H -0.663 -3.531 0.313  0.2470
H -2.337 -2.456 2.194  0.3372

As for the SMILES: CSc1nnc2[nH]cnn12. The value obtained for the LUMO energy is 0.021 hartree. The molecular weight is 155.2 g mol⁻¹. As for the net charge: 0. As for the multiplicity: 1. The gap between HOMO and LUMO is 0.320 Ha. As for the energy relative to the best compared isomer or geometry (same formula, charge and spin): 0.000 eV. Its largest force on an atom is 5.49 eV Å⁻¹.



[4]
ORCA calculation (ωB97M-V/def2-TZVPD) on C4H5N5S in the gas phase.

Last column: Mulliken charge in e.
Positions of all 15 atoms, in Å:
H 3.255 -1.915 -0.066  0.2617
N 2.798 -1.152 0.431  -0.5765
C 2.261 -0.344 -0.376  -0.0272
C 1.502 0.861 0.128  -0.5442
C 0.027 0.591 0.142  0.6156
N -0.470 -0.111 1.168  -0.2447
N -1.749 -0.365 1.172  -0.2850
C -2.474 0.079 0.138  0.4921
S -4.212 -0.274 0.132  -0.2329
N -1.987 0.788 -0.878  -0.3094
N -0.705 1.061 -0.868  -0.2319
H 2.302 -0.471 -1.464  0.3936
H 1.836 1.072 1.144  0.2465
H 1.675 1.718 -0.524  0.2865
H -4.062 -1.537 -0.280  0.1558

As for the SMILES: [H]/N=C/Cc1nnc(S)nn1. The value obtained for the LUMO energy is -0.034 hartree. The molecular weight is 155.2 g mol⁻¹. As for the net charge: 0. As for the multiplicity: 1. The gap between HOMO and LUMO is 0.319 Ha. As for the energy relative to the best compared isomer or geometry (same formula, charge and spin): 0.421 eV. Its largest force on an atom is 0.29 eV Å⁻¹.



[5]
ORCA calculation (ωB97M-V/def2-TZVPD) on C4H5NO in the gas phase at a distorted geometry.

Last column: Mulliken charge in e.
Positions of all 11 atoms, in Å:
C 0.583 -1.445 -0.903  -1.0669
C 0.523 -0.088 -0.249  0.8695
N 1.425 0.766 -0.188  -0.5065
O 0.032 2.589 0.696  -0.4742
C -0.793 1.698 0.867  0.0450
C -0.586 0.319 0.613  -0.4848
H 1.549 -1.606 -1.384  0.3252
H 0.415 -2.222 -0.152  0.3082
H -0.218 -1.502 -1.647  0.2986
H -1.831 1.947 1.166  0.3241
H -1.098 -0.456 1.181  0.3619

The value obtained for the LUMO energy (spin up / spin down) is -0.065 / -0.009 hartree. The molecular weight is 83.1 g mol⁻¹. As for the net charge: 0. As for the multiplicity: 1. The gap between HOMO and LUMO (spin up / spin down) is 0.266 / 0.334 Ha. As for the energy relative to the best compared isomer or geometry (same formula, charge and spin): 3.861 eV. Its largest force on an atom is 1.30 eV Å⁻¹.



[6]
ORCA calculation (ωB97M-V/def2-TZVPD) on C4H5NO in the gas phase.

Last column: Mulliken charge in e.
Positions of all 11 atoms, in Å:
C -1.655 -0.349 -0.080  -1.0138
C -0.193 -0.054 -0.020  0.6463
C 0.465 1.010 0.494  -0.3851
O 1.806 0.814 0.316  -0.3201
C 1.881 -0.375 -0.307  0.0392
N 0.747 -0.943 -0.535  -0.5442
H -1.968 -0.968 0.769  0.2359
H -1.881 -0.904 -0.995  0.3043
H -2.243 0.573 -0.069  0.3000
H 0.170 1.925 0.987  0.3564
H 2.870 -0.731 -0.559  0.3810

As for the SMILES: Cc1cocn1. The value obtained for the LUMO energy is 0.039 hartree. The molecular weight is 83.1 g mol⁻¹. As for the net charge: 0. As for the multiplicity: 1. The gap between HOMO and LUMO is 0.378 Ha. As for the energy relative to the best compared isomer or geometry (same formula, charge and spin): 0.341 eV. Its largest force on an atom is 0.32 eV Å⁻¹.



[7]
ORCA calculation (ωB97M-V/def2-TZVPD) on C4H5NO in the gas phase at a distorted geometry.

Last column: Mulliken charge in e.
Positions of all 11 atoms, in Å:
C -2.122 -0.262 0.290  -0.9002
C -0.670 -0.521 0.588  0.7483
O -0.260 -1.623 0.888  -0.5268
C 0.322 0.568 0.505  -0.6180
C 1.435 0.596 -0.005  0.3576
N 2.659 0.464 -0.526  -0.4520
H -2.251 -0.172 -0.797  0.2542
H -2.435 0.683 0.746  0.3238
H -2.680 -1.125 0.665  0.2828
H 3.293 -0.175 -0.050  0.2622
H 3.056 1.334 -0.839  0.2679

As for the SMILES: CC(=O)C#CN. The value obtained for the LUMO energy is 0.026 hartree. The molecular weight is 83.1 g mol⁻¹. As for the net charge: 0. As for the multiplicity: 1. The gap between HOMO and LUMO is 0.363 Ha. As for the energy relative to the best compared isomer or geometry (same formula, charge and spin): 2.377 eV. Its largest force on an atom is 1.14 eV Å⁻¹.



[8]
ORCA calculation (ωB97M-V/def2-TZVPD) on 2 unconnected molecules or ions with the total composition C4H5NO at a distorted geometry.

Last column: Mulliken charge in e.
Positions of all 11 atoms, in Å:
N -0.053 -1.883 -0.426  -0.6432
C -0.215 -0.964 0.456  0.5137
C 0.874 -0.143 0.919  -0.3736
C 0.624 1.075 0.380  -0.2450
C -0.627 0.969 -0.334  -0.5340
O -1.293 -0.149 0.123  -0.3243
H -0.962 -2.131 -0.831  0.2782
H 1.793 -0.523 1.339  0.3646
H 1.276 1.938 0.330  0.4055
H -0.111 0.019 -1.407  0.2647
H -1.307 1.792 -0.548  0.2934

The value obtained for the LUMO energy is 0.021 hartree. The molecular weight is 83.1 g mol⁻¹. As for the net charge: 0. As for the multiplicity: 1. The gap between HOMO and LUMO is 0.361 Ha. As for the energy relative to the best compared isomer or geometry (same formula, charge and spin): 4.077 eV. Its largest force on an atom is 3.53 eV Å⁻¹.



[9]
ORCA calculation (ωB97M-V/def2-TZVPD) on a molecular structure, C4H5NO.

Last column: Mulliken charge in e.
Positions of all 11 atoms, in Å:
C -0.328 0.401 -1.389  -0.8568
C 0.451 0.704 -0.287  0.0988
O -0.587 0.879 1.274  -0.4574
C -0.642 -0.341 1.540  0.1212
N -0.049 -1.326 0.807  -0.5866
C 0.775 -0.670 -0.006  -0.0031
H -1.100 -0.362 -1.367  0.2974
H -0.210 0.971 -2.302  0.2964
H 1.171 1.515 -0.316  0.3262
H -1.152 -0.642 2.460  0.3921
H 1.671 -1.129 -0.413  0.3719

The value obtained for the LUMO energy is 0.010 hartree. The molecular weight is 83.1 g mol⁻¹. As for the net charge: 0. As for the multiplicity: 1. The gap between HOMO and LUMO is 0.314 Ha. As for the energy relative to the best compared isomer or geometry (same formula, charge and spin): 3.515 eV. Its largest force on an atom is 0.77 eV Å⁻¹.



[10]
ORCA calculation (ωB97M-V/def2-TZVPD) on a molecular structure, C4H5NO at a distorted geometry.

Last column: Mulliken charge in e.
Positions of all 11 atoms, in Å:
C -1.009 0.352 -0.799  -0.6351
N -1.014 -0.708 -0.036  -0.3218
C 0.247 -0.962 1.290  0.6394
O -0.045 -1.883 1.958  -0.4186
C 1.218 0.043 1.152  -0.2503
C 1.362 0.813 0.111  -0.4977
H -1.158 0.267 -1.871  0.3361
H 0.579 0.629 -0.753  0.1676
H -1.173 1.340 -0.373  0.4062
H -1.016 -1.555 -0.597  0.2583
H 2.009 1.665 -0.082  0.3159

The value obtained for the LUMO energy is 0.004 hartree. The molecular weight is 83.1 g mol⁻¹. As for the net charge: 0. As for the multiplicity: 1. The gap between HOMO and LUMO is 0.315 Ha. As for the energy relative to the best compared isomer or geometry (same formula, charge and spin): 4.502 eV. Its largest force on an atom is 1.02 eV Å⁻¹.



[11]
ORCA calculation (ωB97M-V/def2-TZVPD) on a molecular structure, C4H5NO at a distorted geometry.

Last column: Mulliken charge in e.
Positions of all 11 atoms, in Å:
N -0.277 1.466 1.141  -0.4688
C -0.338 0.339 0.351  0.7842
C -1.412 -0.347 -0.195  -0.4718
O -0.480 -1.451 -1.414  -0.4782
C 0.722 -1.198 -1.034  -0.1370
C 0.866 -0.330 0.010  -0.5367
H -1.070 1.785 1.673  0.2320
H 0.620 1.661 1.571  0.2081
H -1.988 -0.130 -1.061  0.2473
H 1.607 -1.598 -1.546  0.3402
H 1.769 -0.203 0.573  0.2805

The value obtained for the LUMO energy is 0.026 hartree. The molecular weight is 83.1 g mol⁻¹. As for the net charge: 0. As for the multiplicity: 1. The gap between HOMO and LUMO is 0.339 Ha. As for the energy relative to the best compared isomer or geometry (same formula, charge and spin): 3.145 eV. Its largest force on an atom is 2.59 eV Å⁻¹.



[12]
ORCA calculation (ωB97M-V/def2-TZVPD) on C4H5NO in the gas phase.

Last column: Mulliken charge in e.
Positions of all 11 atoms, in Å:
O 1.992 0.412 0.215  -0.4957
C 0.692 0.179 0.055  0.3233
C -0.059 -1.114 -0.004  -0.2534
C -1.524 -0.772 -0.278  -0.9093
C -1.518 0.573 -0.240  -0.3385
N -0.164 1.142 -0.038  0.0077
H 2.459 -0.436 0.228  0.3538
H 0.413 -1.845 -0.670  0.4289
H -0.022 -1.544 1.006  0.2999
H -2.307 1.317 -0.289  0.3498
H 0.099 2.119 0.000  0.2335

The value obtained for the LUMO energy is 0.007 hartree. The molecular weight is 83.1 g mol⁻¹. As for the net charge: 0. As for the multiplicity: 1. The gap between HOMO and LUMO is 0.272 Ha. As for the energy relative to the best compared isomer or geometry (same formula, charge and spin): 3.320 eV. Its largest force on an atom is 0.47 eV Å⁻¹.